(1)
The following is a quantum chemistry calculation of a gas-phase ion, C5H10N3 (charge +1) in a non-equilibrium geometry, from OMol25.

XYZ file:
```
18
Properties=species:S:1:pos:R:3
C 1.90926 -0.81965 -0.65739
C 1.08009 0.44335 -0.43911
C 1.64919 1.29969 0.70194
N -0.28973 0.20202 -0.14308
C -0.84542 -0.79588 0.34362
C -2.31861 -0.78138 0.62736
N -3.11732 -0.06211 0.02494
N -3.68418 0.82046 -0.50395
H 1.50110 -1.41473 -1.47139
H 1.94134 -1.42441 0.24532
H 2.92571 -0.53819 -0.91446
H 1.07305 1.05759 -1.34880
H 1.70885 0.71310 1.61606
H 1.03015 2.17455 0.88252
H 2.64777 1.62586 0.42683
H -0.40170 -1.74585 0.64192
H -2.66593 -1.47884 1.37801
H -4.14363 0.72440 -1.41034
```

- orbital gap (eV) = 8.0
- charge = +1
- LUMO level (eV) = -5.944
- relative energy (zero: lowest compared OMol25 entry of this formula, charge and spin) (eV) = 4.601
- spin multiplicity = 1
- structure (SMILES) = CC(C)/N=C/C=[N+]=N
- HOMO energy (Eh) = -0.514

---

(2)
The following is a quantum chemistry calculation of a gas-phase ion, C5H10N3 (charge +1) in a non-equilibrium geometry, from OMol25.

XYZ file:
```
18
Properties=species:S:1:pos:R:3
C -1.17504 -2.89300 -2.03754
N -0.82798 -1.59614 -1.67794
C -0.16633 -0.66054 -1.46239
N 0.38619 0.46420 -1.25854
C 0.83405 1.04778 0.00561
N 1.33795 0.15363 0.99756
C 0.09979 0.84761 1.28301
C 0.04459 1.95271 2.30460
H -2.14371 -2.85953 -2.54072
H -1.28086 -3.49288 -1.13256
H -0.41907 -3.34172 -2.68689
H 0.50888 1.07066 -2.06611
H 1.31105 1.99888 -0.20190
H 2.16176 0.44321 1.51017
H -0.76046 0.18694 1.25916
H 0.28919 1.55370 3.28693
H -0.95359 2.38166 2.35467
H 0.75359 2.74285 2.06290
```

- orbital gap (eV) = 10.3
- charge = +1
- LUMO level (eV) = -3.523
- relative energy (zero: lowest compared OMol25 entry of this formula, charge and spin) (eV) = 2.925
- spin multiplicity = 1
- structure (SMILES) = CN=C=[NH+][C@@H]1N[C@H]1C
- HOMO energy (Eh) = -0.508

---

(3)
The following is a quantum chemistry calculation of a gas-phase ion, C5H10N3O (charge +1) in a non-equilibrium geometry, from OMol25.

XYZ file:
```
19
Properties=species:S:1:pos:R:3
C 1.97187 0.16937 -0.55973
C 1.01574 0.74268 0.53452
C -0.39983 0.42315 0.17335
N -1.23205 1.23412 -0.34516
C -2.56734 1.00960 -0.55501
N -3.18370 -0.00279 -0.03379
N -2.49039 -0.78688 0.69632
C -1.02846 -0.91620 0.36319
O -0.91198 -1.66709 -0.82372
H 1.97781 -0.81509 -0.39777
H 2.96011 0.59227 -0.53443
H 1.55462 0.49177 -1.53337
H 1.09286 1.90647 0.56672
H 1.31295 0.33437 1.55074
H -0.99839 2.16352 -0.57024
H -3.07685 1.79259 -1.22101
H -2.97574 -1.50971 1.22360
H -0.47607 -1.46889 1.15804
H -0.00028 -2.10576 -0.85076
```

- orbital gap (spin up / spin down) (eV) = 8.8 / 8.8
- charge = +1
- LUMO level (spin up / spin down) (eV) = -4.793 / -4.793
- relative energy (zero: lowest compared OMol25 entry of this formula, charge and spin) (eV) = 2.536
- spin multiplicity = 1
- structure (SMILES) = CCC1=[NH+]C=NN[C@H]1O
- HOMO energy (spin up / spin down) (Eh) = -0.499 / -0.499

---

(4)
The following is a quantum chemistry calculation of a gas-phase ion, C5H10N3O (charge +1) in a non-equilibrium geometry, from OMol25.

XYZ file:
```
19
Properties=species:S:1:pos:R:3
C 0.75560 2.46922 0.44390
O 0.16170 1.20422 0.64341
C -0.06079 0.47458 -0.52274
C -1.46447 0.62319 -1.09790
N 0.16981 -0.90006 -0.09024
C -0.22908 -1.57931 0.97179
N 0.16067 -2.90191 0.85331
C 0.74742 -2.94237 -0.35772
N 0.89671 -1.79819 -0.86038
H 0.77217 2.97240 1.47344
H 0.23982 3.10040 -0.23396
H 1.73948 2.11870 -0.05303
H 0.73785 0.66849 -1.18755
H -2.16819 0.12950 -0.39980
H -1.77434 1.76101 -1.20011
H -1.59751 0.19087 -2.09790
H -0.95823 -1.18613 1.68502
H 0.05331 -3.54204 1.65229
H 1.33385 -3.81197 -0.55897
```

- orbital gap (eV) = 10.3
- charge = +1
- LUMO level (eV) = -3.783
- relative energy (zero: lowest compared OMol25 entry of this formula, charge and spin) (eV) = 2.062
- spin multiplicity = 1
- structure (SMILES) = CO[C@H](C)[n+]1c[nH]cn1
- HOMO energy (Eh) = -0.519

---

(5)
The following is a quantum chemistry calculation of 2 unconnected molecules or ions with the total composition C5H10N3O2 in a non-equilibrium geometry, from OMol25.

XYZ file:
```
20
Properties=species:S:1:pos:R:3
C -0.25226 -1.97849 1.09153
C 0.34597 -1.35880 -1.08953
C -0.03523 -0.14692 -0.21569
C -1.15100 2.15737 0.27556
C -0.62540 1.13462 -0.73307
N -0.49700 -0.66144 0.96425
N 0.17500 -2.41500 -0.11815
N 2.04445 0.50053 0.26714
O 2.76801 -0.05730 -0.47713
O 2.12531 1.29669 1.10703
H -0.48178 -2.62489 1.93835
H -0.16842 -1.43613 -1.95181
H 1.50880 -1.36136 -1.34215
H -1.60035 3.00137 -0.39170
H -0.42286 2.69388 0.93115
H -2.04999 2.02663 0.84540
H -0.05953 1.72382 -1.39505
H -1.44836 0.75889 -1.19248
H -0.80497 0.00402 1.80878
H 0.62960 -3.25750 -0.32245
```

- orbital gap (spin up / spin down) (eV) = 7.2 / 7.4
- charge = +1
- LUMO level (spin up / spin down) (eV) = -4.983 / -4.957
- relative energy (zero: lowest compared OMol25 entry of this formula, charge and spin) (eV) = 5.616
- spin multiplicity = 1
- HOMO energy (spin up / spin down) (Eh) = -0.449 / -0.456

---

(6)
The following is a quantum chemistry calculation of 2 unconnected molecules or ions with the total composition C5H10N3O4S2 in a non-equilibrium geometry, from OMol25.

XYZ file:
```
24
Properties=species:S:1:pos:R:3
C -1.39109 2.16687 0.84205
C -1.31055 1.14284 -0.00736
C -1.65467 3.58135 0.48284
C 1.31432 -4.03493 0.32896
C 1.33473 -0.35741 -0.17160
N 0.94251 0.46353 -1.09947
N 0.52037 -0.87118 0.69832
N 1.61870 1.49864 -1.60036
O 2.46318 2.08185 -0.94233
O 1.33949 1.77778 -2.75959
O -1.66028 -0.65791 1.86269
O -1.59219 -1.51634 -0.40543
S -0.02033 -4.11549 -1.00816
S -1.08469 -0.57307 0.55272
H -1.12603 1.89552 1.81500
H -1.13383 1.39627 -1.02087
H -2.42961 3.90151 1.13424
H -0.76093 4.13733 0.60220
H -2.02536 3.55497 -0.46654
H 1.31990 -3.16750 0.94385
H 2.24760 -4.12859 -0.20097
H 1.41097 -4.79880 1.17406
H 2.46416 -0.46429 -0.08225
H -0.78637 -2.91294 -0.67201
```

- orbital gap (eV) = 8.7
- charge = -1
- LUMO level (eV) = 3.264
- relative energy (zero: lowest compared OMol25 entry of this formula, charge and spin) (eV) = 0.124
- spin multiplicity = 1
- HOMO energy (Eh) = -0.200

---

(7)
The following is a quantum chemistry calculation of 2 unconnected molecules or ions with the total composition C5H10N3P in a non-equilibrium geometry, from OMol25.

XYZ file:
```
19
Properties=species:S:1:pos:R:3
C 3.34995 0.81322 1.59720
C 2.75995 0.90114 0.55204
C -2.62628 0.16729 -1.02066
C -1.39880 -0.01079 1.19628
C -1.22141 0.19904 -0.30682
N 0.07466 3.40352 0.42936
N -0.22803 2.41095 -0.04731
N -0.48969 1.41427 -0.65550
P 2.37135 0.54577 -1.15268
H 3.94014 0.79577 2.47990
H -2.92325 1.24028 -1.32220
H -3.37639 -0.46754 -0.40223
H -2.35591 -0.27108 -1.96159
H -1.52870 -0.93978 1.69010
H -2.24360 0.56336 1.48190
H -0.53119 0.33984 1.65169
H -0.59454 -0.66361 -0.80129
H 3.56054 -0.17574 -1.31301
H 2.87543 1.78205 -1.60057
```

- orbital gap (eV) = 9.9
- LUMO level (eV) = 0.949
- relative energy (zero: lowest compared OMol25 entry of this formula, charge and spin) (eV) = 4.382
- spin multiplicity = 1
- HOMO energy (Eh) = -0.331

---

(8)
The following is a quantum chemistry calculation of a single C5H10N4 molecule in a non-equilibrium geometry, from OMol25.

XYZ file:
```
19
Properties=species:S:1:pos:R:3
H 2.44043 -1.42741 1.07208
N 3.35020 -1.01597 0.76754
C 3.20304 -0.10602 -0.08789
N 2.02939 0.37499 -0.54546
N 0.85119 -0.27247 -0.37102
C -0.33488 0.46560 -0.07188
C -1.54274 -0.41912 -0.30291
C -2.72374 0.05549 0.06489
C -4.07564 -0.60006 0.11036
N -0.42858 1.58182 0.52314
H 0.54260 1.96609 0.68350
H 3.98985 0.53659 -0.56495
H 2.04790 1.25570 -1.02957
H 0.71522 -0.92411 -1.11924
H -1.48779 -1.34258 -0.73581
H -2.64583 1.13142 0.27915
H -4.43609 -0.49343 1.13975
H -4.18003 -1.71182 -0.07693
H -4.75796 -0.04441 -0.54288
```

- orbital gap (eV) = 9.8
- LUMO level (eV) = 0.705
- relative energy (zero: lowest compared OMol25 entry of this formula, charge and spin) (eV) = 2.584
- spin multiplicity = 1
- structure (SMILES) = [H]/N=C\NNC(/C=C/C)=N\[H]
- HOMO energy (Eh) = -0.333

---

(9)
The following is a quantum chemistry calculation of a single C5H10N4 molecule in a non-equilibrium geometry, from OMol25.

XYZ file:
```
19
Properties=species:S:1:pos:R:3
H -1.70115 -0.69736 -0.73478
N -2.10491 -0.83769 0.37081
C -0.96418 -1.01950 0.92713
N -1.09635 -1.36321 2.20041
C 0.28103 -0.81284 0.17199
C 1.55563 -0.62745 0.85745
C 0.24542 -0.89924 -1.39367
N 0.57781 0.22974 -2.13741
N 0.07289 1.50088 -1.79079
C 0.34840 2.05457 -0.43043
H -2.18987 -1.57273 2.05372
H -0.87079 -2.26763 2.41610
H 1.95506 -0.59451 1.99727
H 2.38118 -0.52799 0.15129
H 0.37946 -1.90679 -1.96550
H 0.29635 2.30373 -2.54339
H -0.15564 1.63783 0.33334
H 1.32189 2.30996 -0.15593
H -0.33227 3.09024 -0.32764
```

- orbital gap (eV) = 9.0
- LUMO level (eV) = 0.125
- relative energy (zero: lowest compared OMol25 entry of this formula, charge and spin) (eV) = 6.964
- spin multiplicity = 1
- structure (SMILES) = [H]/N=C(/N)C(=C)/C=N\NC
- HOMO energy (Eh) = -0.325

---

(10)
The following is a quantum chemistry calculation of a single C5H10N4 molecule in a non-equilibrium geometry, from OMol25.

XYZ file:
```
19
Properties=species:S:1:pos:R:3
H -0.46577 0.88558 -2.17683
N -0.24676 -0.08182 -1.93267
C -0.45488 -0.30640 -0.64248
N -1.10568 -1.47540 -0.23542
C -0.64026 0.89485 0.28632
C -1.78836 1.84156 0.15578
N 0.37553 1.01978 1.04138
C 1.31033 -0.27958 0.48789
C 1.47361 -1.10183 1.55815
N 2.28989 -0.07233 -0.41999
H -2.01079 -1.85407 -0.49204
H -0.60596 -2.36002 -0.22838
H -2.71370 1.27215 0.04488
H -1.84900 2.48735 1.03304
H -1.65466 2.46579 -0.73137
H 0.66730 -1.24262 2.26500
H 2.31813 -1.77608 1.63980
H 1.95456 0.28212 -1.31114
H 3.14645 -0.59904 -0.34191
```

- orbital gap (spin up / spin down) (eV) = 7.7 / 7.7
- LUMO level (spin up / spin down) (eV) = -0.437 / -0.437
- relative energy (zero: lowest compared OMol25 entry of this formula, charge and spin) (eV) = 4.685
- spin multiplicity = 1
- structure (SMILES) = [H]/N=C(N)\C(C)=N/C(=C)N
- HOMO energy (spin up / spin down) (Eh) = -0.300 / -0.300

---

(11)
The following is a quantum chemistry calculation of 2 unconnected molecules or ions with the total composition C5H10N4S in a non-equilibrium geometry, from OMol25.

XYZ file:
```
20
Properties=species:S:1:pos:R:3
H -2.06073 0.69940 3.61448
N -1.08175 0.68859 3.40452
N -0.77142 -0.14315 2.55559
C 0.61737 -0.20368 2.13746
C 0.94866 0.61859 0.91646
C 1.08600 0.16453 -0.32709
C 1.25935 1.04272 -1.49806
C 1.40370 0.51123 -2.73532
H 1.34118 0.27858 2.80445
H 0.63997 -1.23873 2.08162
H 0.82916 1.69542 0.97187
H 0.88076 -0.84171 -0.47783
H 1.06508 2.10343 -1.18162
H 1.34957 -0.61147 -2.98593
H 1.57897 1.04076 -3.70393
H -2.49388 -2.43420 0.11524
N -1.67671 -2.26499 -0.34836
N -1.33520 -1.40214 -1.11328
S -2.26467 -0.14017 -1.74403
H -1.31541 0.43700 -2.48622
```

- orbital gap (eV) = 9.1
- LUMO level (eV) = 0.562
- relative energy (zero: lowest compared OMol25 entry of this formula, charge and spin) (eV) = 4.976
- spin multiplicity = 1
- structure (SMILES) = [H]/N=N/C/C=C/C=C.[H]/N=N\S
- HOMO energy (Eh) = -0.315

---

(12)
The following is a quantum chemistry calculation of a single C5H10N4S molecule in a non-equilibrium geometry, from OMol25.

XYZ file:
```
20
Properties=species:S:1:pos:R:3
C -1.21299 -1.27830 -0.03550
C -4.09421 -0.22811 0.15726
C 0.08699 1.93785 -0.38256
C 1.45920 0.02609 0.24264
C 0.07504 0.70351 0.55710
N -2.38817 -1.91082 -0.27048
N -3.62516 -1.42023 0.01351
N -1.10558 -0.03885 0.27172
N -0.28653 -2.30583 0.00887
S -4.56340 1.24457 0.34910
H 0.36252 2.77914 0.23004
H 0.87600 2.00913 -1.20536
H -0.96109 2.05463 -0.89290
H 1.76507 -0.71281 0.88652
H 2.32685 0.64342 0.37341
H 1.58892 -0.49145 -0.80986
H 0.21675 0.83568 1.66112
H -4.37718 -2.05385 0.27438
H -0.45560 -3.18526 -0.43729
H 0.61281 -1.97163 -0.17098
```

- orbital gap (eV) = 6.5
- LUMO level (eV) = -0.982
- relative energy (zero: lowest compared OMol25 entry of this formula, charge and spin) (eV) = 3.745
- spin multiplicity = 1
- HOMO energy (Eh) = -0.274

---

(13)
The following is a quantum chemistry calculation of a gas-phase ion, C5H10NO (charge -1) in a non-equilibrium geometry, from OMol25.

XYZ file:
```
17
Properties=species:S:1:pos:R:3
C 0.39686 -2.36540 0.06539
C 0.65700 -1.07565 0.41214
N 1.62635 -0.69742 1.39211
C 0.18970 -0.02885 -0.54699
C -0.27398 1.23342 -0.02279
C -1.63022 1.63138 -0.62114
O -1.98535 2.91379 -0.35970
H 1.25864 -3.00114 -0.06421
H -0.22565 -2.59094 -0.70105
H 1.55541 0.30961 1.73056
H 1.79414 -1.40746 2.09842
H 1.01365 0.08870 -1.15785
H -0.58336 -0.51182 -1.18947
H 0.58147 2.06890 -0.03236
H -0.39008 1.09594 1.06585
H -2.36719 0.86263 -0.24251
H -1.61738 1.47430 -1.82642
```

- orbital gap (eV) = 6.0
- charge = -1
- LUMO level (eV) = 3.786
- relative energy (zero: lowest compared OMol25 entry of this formula, charge and spin) (eV) = 1.856
- spin multiplicity = 1
- structure (SMILES) = C=C(N)CCC[O-]
- HOMO energy (Eh) = -0.081

---

no.,calculated total energy (eV)
1,-9807.14696
2,-9808.82361
3,-11856.24317
4,-11856.71775
5,-13900.54179
6,-39674.03898
7,-19100.66740
8,-11305.29385
9,-11300.91402
10,-11303.19262
11,-22136.70211
12,-22137.93244
13,-8882.26191